Below is a molecular structure, C24H18IrN5S in a non-equilibrium geometry, with properties calculated with wB97M-V/def2-TZVPD.

Its lowest unoccupied orbital energy (alpha / beta) is -0.3263 / -0.3262 Eh. The calculation puts the HOMO-LUMO gap (alpha / beta) at 4.3 / 4.3 eV. The calculation puts the energy relative to the best compared isomer or geometry (same formula, charge and spin) at 19.6 kcal per mole.

```
! wB97M-V def2-TZVPD RIJCOSX def2/J DEFGRID3
* xyz 2 1
Ir 0.027 0.132 -0.088
S 0.496 -7.010 -1.387
N -1.958 0.397 -0.093
N -0.393 -6.875 1.082
N 0.026 -1.876 -0.080
N 0.026 2.106 -0.076
N 2.010 0.397 -0.068
C -0.012 -6.128 0.029
C 1.267 2.681 -0.071
C -2.913 4.427 -0.066
C 0.391 -2.637 -1.149
C 4.328 -0.185 -0.057
C -0.008 -4.724 0.022
C -4.276 -0.184 -0.083
C -2.921 -0.512 -0.099
C 3.694 2.132 -0.069
C -3.937 3.512 -0.065
C -0.351 -2.556 1.038
C 2.341 1.716 -0.070
C 0.393 -3.996 -1.140
C 3.988 3.512 -0.069
C 2.972 -0.513 -0.056
C -4.642 1.138 -0.069
C -0.390 -3.912 1.136
C 1.628 4.031 -0.067
C -3.643 2.132 -0.071
C -2.290 1.717 -0.079
C 2.964 4.427 -0.068
C 4.694 1.138 -0.066
C -1.216 2.681 -0.074
C -1.578 4.031 -0.068
H -4.968 3.826 -0.063
H -2.612 -1.548 -0.116
H -0.632 -1.943 1.884
H 5.731 1.433 -0.070
H 3.189 5.482 -0.067
H 2.663 -1.548 -0.047
H -0.368 -7.880 1.022
H 0.895 4.815 -0.064
H -0.696 -6.457 1.946
H 0.689 -2.097 -2.037
H -5.680 1.433 -0.060
H 5.062 -0.974 -0.051
H -5.011 -0.973 -0.083
H 5.019 3.826 -0.067
H -0.709 -4.351 2.067
H -0.844 4.815 -0.068
H -3.138 5.482 -0.064
H 0.697 -4.544 -2.021
*
```